{
  "formula": "C11H24OSi",
  "method": "ωB97M-V/def2-TZVPD",
  "symbols": ["C", "C", "C", "C", "C", "C", "C", "C", "C", "C", "C", "O", "Si", "H", "H", "H", "H", "H", "H", "H", "H", "H", "H", "H", "H", "H", "H", "H", "H", "H", "H", "H", "H", "H", "H", "H", "H"],
  "xyz": [[0.075, 0.291, 0.910], [0.955, 1.116, 0.286], [-5.389, 1.060, 0.813], [2.910, -3.257, -0.546], [3.366, 1.748, -1.362], [-1.394, 0.435, 0.754], [-4.317, 0.022, 0.405], [2.407, -1.783, -0.565], [-1.990, -0.047, -0.594], [-3.321, 0.608, -0.618], [3.401, -0.828, 0.193], [3.848, 1.653, 1.437], [2.838, 0.995, 0.364], [0.405, -0.687, 1.360], [0.644, 1.977, -0.225], [-5.732, 1.609, -0.011], [-5.169, 1.793, 1.555], [-6.338, 0.615, 1.184], [2.478, -3.856, 0.278], [2.510, -3.697, -1.517], [4.016, -3.389, -0.566], [4.423, 1.978, -1.320], [3.086, 0.948, -2.141], [2.856, 2.695, -1.521], [-1.546, 1.549, 0.935], [-1.869, -0.164, 1.486], [-3.901, -0.213, 1.285], [-4.867, -0.897, 0.195], [2.195, -1.341, -1.538], [1.498, -1.769, -0.115], [-1.949, -1.150, -0.848], [-1.318, 0.418, -1.367], [-3.851, 0.707, -1.586], [-3.262, 1.655, -0.270], [4.440, -0.784, -0.167], [3.642, -1.321, 1.226], [4.217, 1.311, 2.210]],
  "forces_ev_per_angstrom": [[1.40, -0.86, -1.32], [0.89, -1.64, 2.61], [-1.34, -1.31, 0.17], [-0.63, -0.28, -2.03], [-0.98, -1.24, 0.85], [0.81, 0.66, -0.12], [-2.51, 1.38, -1.65], [4.08, 0.17, -0.16], [2.09, 0.98, -1.14], [-2.74, 0.31, 0.06], [-0.42, -0.87, 2.20], [-0.54, 1.91, -0.73], [0.34, -1.68, -3.01], [0.01, 1.29, -0.16], [-0.97, 1.16, -0.65], [-0.32, 0.89, -1.54], [0.98, 0.43, 0.66], [0.67, -0.23, -0.08], [0.29, 0.48, -0.27], [0.59, 0.02, 1.21], [-0.79, 0.32, 0.09], [0.32, -0.29, -0.30], [0.55, 1.44, 0.94], [-0.24, -0.01, -0.39], [-0.56, -1.44, -0.43], [-0.55, -0.10, 1.23], [2.28, -0.87, 3.14], [0.25, -0.06, -1.00], [0.38, -0.45, -0.45], [-2.67, 0.15, 1.64], [-0.26, 1.11, 0.90], [-0.67, -0.38, 0.36], [0.49, -0.46, 0.16], [0.50, -0.30, -0.37], [-0.40, -0.11, -0.74], [-0.81, 0.86, -1.30], [0.50, -0.95, 1.62]],
  "multiplicity": 1,
  "relative_energy_ev": 0.284,
  "gap_ev": 10.23,
  "lumo_ev": 0.68,
  "smiles": "CCCCC/C=C/[Si@@](C)(O)CCC",
  "charge": 0,
  "e_homo_ev": -9.544
}

---

{
  "formula": "C11H25B3O8S",
  "method": "ωB97M-V/def2-TZVPD",
  "symbols": ["C", "C", "C", "C", "C", "C", "B", "O", "B", "O", "B", "C", "C", "C", "O", "O", "H", "H", "H", "H", "H", "H", "H", "H", "H", "H", "H", "H", "H", "H", "H", "H", "H", "H", "H", "H", "H", "C", "C", "O", "S", "O", "O", "O", "H", "H", "H", "H"],
  "xyz": [[-1.382, -1.162, 1.177], [-2.127, -2.444, 0.638], [-1.875, -2.509, -0.913], [-0.353, -2.668, -1.294], [-0.047, -1.608, -2.424], [0.585, -0.292, -1.847], [-0.237, 1.032, -2.167], [-1.456, 1.036, -2.917], [-2.442, 1.327, -1.940], [-2.133, 2.003, -0.740], [-0.867, 2.648, -0.750], [-0.605, 3.769, 0.371], [-0.463, 5.143, -0.370], [-0.922, 6.368, 0.479], [-0.880, 6.113, 1.873], [0.157, 2.317, -1.676], [-0.312, -1.333, 1.334], [-1.465, -0.393, 0.390], [-1.884, -0.846, 2.103], [-1.782, -3.375, 1.105], [-3.198, -2.241, 0.814], [-2.412, -3.414, -1.256], [-2.298, -1.597, -1.370], [-0.206, -3.655, -1.765], [0.355, -2.591, -0.449], [-0.963, -1.440, -3.007], [0.725, -2.079, -3.063], [1.645, -0.224, -2.133], [0.563, -0.390, -0.739], [-3.547, 0.948, -2.129], [0.342, 3.522, 0.879], [-1.427, 3.742, 1.101], [-1.101, 5.108, -1.273], [0.578, 5.311, -0.686], [-0.232, 7.203, 0.239], [-1.921, 6.677, 0.113], [-1.158, 6.920, 2.295], [3.749, -2.384, 1.915], [4.107, -3.828, 2.217], [2.849, -4.494, 2.357], [1.767, -3.804, 1.374], [1.688, -4.577, 0.178], [0.620, -3.467, 2.148], [2.605, -2.459, 1.058], [3.463, -1.849, 2.823], [4.557, -1.852, 1.419], [4.694, -3.929, 3.126], [4.645, -4.286, 1.383]],
  "forces_ev_per_angstrom": [[-0.58, -0.91, -0.31], [0.72, 1.56, -1.05], [0.36, -1.03, 1.53], [-1.07, 0.62, -1.33], [1.35, -0.71, 0.77], [-1.05, -0.12, -0.14], [0.70, 0.77, -1.22], [0.04, -0.04, 2.71], [0.28, 0.02, -0.43], [1.16, -0.36, -1.91], [0.62, 0.91, 0.99], [0.17, -0.58, -1.06], [-0.38, 0.01, 0.71], [0.44, 0.20, -1.14], [-0.03, -0.42, -0.45], [-1.98, -1.54, 0.97], [-0.29, 0.01, 0.22], [-0.19, -0.02, 0.57], [0.50, 0.20, -0.25], [-0.25, 0.35, 0.09], [0.32, -0.57, -0.02], [0.07, 0.64, -0.29], [0.08, -0.48, 0.08], [-0.04, 0.27, 0.50], [-0.60, 0.19, -0.52], [0.47, 0.02, 0.09], [-0.52, 0.36, -0.07], [-0.33, 0.20, 0.16], [0.21, 0.29, -0.46], [-0.12, 0.13, -0.01], [-0.39, 0.20, 0.04], [0.33, 0.25, -0.25], [0.40, 0.26, 0.25], [-0.40, -0.32, 0.03], [-0.34, -0.23, 0.09], [0.18, -0.17, 0.54], [-0.11, 0.33, 0.39], [0.11, 0.13, 0.52], [0.34, -0.02, -0.42], [-0.39, 0.52, -0.05], [0.42, -0.30, 0.13], [-0.12, 0.38, 0.56], [0.37, -0.34, -0.37], [-0.15, -0.60, -0.09], [0.03, -0.01, -0.01], [-0.16, -0.01, -0.19], [-0.22, -0.10, 0.09], [0.04, 0.05, 0.03]],
  "multiplicity": 1,
  "gap_ev": 10.58,
  "lumo_ev": 0.45,
  "charge": 0,
  "e_homo_ev": -10.127
}

---

{
  "formula": "C11H25CuN2O11",
  "method": "ωB97M-V/def2-TZVPD",
  "symbols": ["Cu", "O", "C", "O", "O", "H", "O", "C", "O", "O", "H", "O", "C", "O", "O", "H", "C", "C", "C", "O", "C", "N", "H", "H", "H", "H", "H", "H", "H", "H", "H", "H", "H", "C", "C", "C", "O", "C", "N", "H", "H", "H", "H", "H", "H", "H", "H", "H", "H", "H"],
  "xyz": [[-0.154, -1.313, -0.383], [-2.541, -4.459, -5.236], [-2.598, -4.744, -3.937], [-3.138, -5.904, -3.635], [-2.157, -3.974, -3.052], [-3.074, -5.210, -5.506], [1.782, -1.834, 4.969], [0.756, -2.532, 4.375], [0.543, -2.391, 3.168], [0.010, -3.222, 5.017], [1.957, -1.250, 4.227], [2.915, 1.892, 3.221], [2.912, 2.167, 1.967], [3.580, 3.152, 1.641], [2.400, 1.381, 1.110], [3.420, 2.709, 3.237], [-2.156, 3.404, 1.792], [-2.539, 2.052, 2.435], [-3.529, 2.282, 3.570], [-3.088, 3.239, 4.502], [-1.851, 2.995, 5.137], [-2.878, 0.876, 1.555], [-1.655, 3.367, 0.824], [-1.552, 3.922, 2.536], [-3.085, 3.925, 1.559], [-1.657, 1.829, 3.035], [-3.857, 1.431, 4.167], [-4.450, 2.655, 3.123], [-1.798, 3.606, 6.037], [-0.933, 3.131, 4.564], [-1.696, 1.936, 5.348], [-3.503, 0.328, 2.129], [-3.543, 1.105, 0.830], [1.912, 0.287, -5.562], [1.442, -0.593, -4.422], [2.538, -1.386, -3.751], [2.212, -2.150, -2.527], [3.208, -2.933, -1.917], [0.740, 0.223, -3.414], [2.402, -0.287, -6.349], [2.632, 1.010, -5.178], [1.023, 0.840, -5.865], [0.802, -1.311, -4.935], [3.383, -0.762, -3.463], [2.913, -2.066, -4.516], [3.540, -3.752, -2.555], [2.899, -3.195, -0.905], [4.088, -2.300, -1.797], [1.393, 0.991, -3.368], [0.033, 0.833, -3.798]],
  "forces_ev_per_angstrom": [[0.37, 0.30, -0.57], [0.01, 0.69, -1.18], [-0.69, -2.72, 5.22], [0.74, 2.08, -1.59], [0.20, 0.57, -1.38], [-0.14, -0.41, -0.87], [-1.83, -1.36, -0.97], [2.95, 2.50, 1.24], [-0.53, -0.25, -1.38], [-1.66, -1.80, 1.12], [1.10, 1.09, -0.16], [-0.78, -1.01, 3.55], [-0.96, -2.74, -7.61], [0.85, 2.25, 0.12], [-0.77, -0.26, 1.04], [1.33, 1.37, 2.85], [-1.08, -0.71, -0.32], [1.09, -0.32, 0.41], [-0.90, 0.47, -0.29], [0.34, 0.92, -0.04], [0.36, -0.78, 0.04], [-0.07, 0.83, 0.85], [0.44, -0.50, 0.28], [-0.18, 0.34, -0.40], [-0.06, 0.49, 0.31], [0.48, -0.92, -0.67], [0.46, -0.87, -0.35], [-0.22, 0.43, 0.14], [-0.11, -0.16, -0.08], [-0.13, 0.95, -0.61], [-0.61, -0.36, 0.71], [0.22, -0.74, 0.40], [0.16, 0.79, -0.52], [0.68, 0.09, 0.65], [-1.26, -0.72, 0.21], [1.40, -1.13, 1.23], [-1.88, 0.92, -1.09], [0.97, 1.32, -0.80], [0.48, 0.50, 0.10], [-0.29, 0.14, -0.24], [0.18, 0.19, -0.08], [0.20, -0.11, -0.60], [-0.62, -0.14, 0.65], [0.10, 0.45, -0.03], [0.13, -0.35, 0.01], [-0.36, -0.48, 0.21], [-0.26, -0.37, -0.35], [0.40, 0.10, 0.21], [0.89, 0.26, 1.33], [-1.14, -0.80, -0.67]],
  "multiplicity": 2,
  "relative_energy_ev": 6.639,
  "gap_ev": [4.12, 2.30],
  "lumo_ev": [-0.34, -2.16],
  "charge": -1,
  "e_homo_ev": [-4.463, -4.463],
  "s_squared": 0.758
}

---

{
  "formula": "C11H25INO2P2Sn",
  "method": "ωB97M-V/def2-TZVPD",
  "symbols": ["C", "C", "N", "C", "C", "C", "C", "P", "Sn", "P", "C", "O", "O", "H", "H", "H", "C", "C", "H", "H", "H", "H", "C", "C", "H", "H", "H", "H", "H", "H", "H", "H", "H", "H", "H", "H", "H", "H", "H", "H", "H", "H", "I"],
  "xyz": [[-0.823, 0.976, -3.102], [-0.844, 0.438, -1.806], [-0.022, 0.939, -0.836], [0.828, 1.969, -1.115], [0.902, 2.512, -2.404], [0.064, 2.013, -3.409], [-1.723, -0.731, -1.440], [-2.013, -0.797, 0.399], [0.000, 0.027, 1.123], [1.926, 1.217, 1.352], [1.630, 2.523, 0.041], [-0.557, -3.665, -1.836], [0.611, -3.703, 0.629], [-1.492, 0.563, -3.862], [1.599, 3.330, -2.606], [0.100, 2.431, -4.420], [-3.514, 0.232, 0.686], [-2.583, -2.507, 0.741], [2.551, 3.022, -0.308], [1.007, 3.281, 0.555], [-1.192, -1.690, -1.658], [-2.653, -0.730, -2.035], [2.292, 2.177, 2.875], [3.548, 0.466, 0.904], [0.712, -2.703, 0.618], [0.324, -3.877, 1.544], [-0.200, -3.831, -0.921], [0.258, -3.541, -2.355], [-0.783, 1.322, 1.845], [0.855, -1.276, 0.438], [-4.389, -0.153, 0.133], [-3.732, 0.241, 1.767], [-3.290, 1.265, 0.373], [-3.449, -2.788, 0.119], [-1.737, -3.184, 0.551], [-2.850, -2.563, 1.810], [4.364, 1.210, 0.877], [3.784, -0.316, 1.646], [3.441, -0.019, -0.081], [3.165, 2.844, 2.756], [1.394, 2.758, 3.138], [2.483, 1.456, 3.687], [0.012, -1.139, 3.590]],
  "forces_ev_per_angstrom": [[0.11, 0.00, 0.23], [0.57, 0.58, -0.15], [-0.04, 1.14, -2.56], [-0.45, -0.28, -0.60], [-0.10, -0.16, 0.25], [-0.05, -0.22, 0.45], [0.09, -0.32, 0.26], [-5.28, -2.06, -2.30], [-0.36, -1.44, 2.50], [5.58, 3.42, 0.23], [-0.19, -0.01, 0.38], [0.83, 0.23, 0.45], [-0.14, 1.10, 0.64], [0.26, 0.16, 0.31], [-0.28, -0.34, 0.09], [-0.02, -0.18, 0.43], [0.40, 0.22, 0.19], [0.33, 0.07, 0.12], [-0.37, -0.32, 0.24], [0.26, -0.19, -0.25], [-0.25, 0.41, -0.04], [0.37, 0.01, 0.38], [-0.43, -0.20, 0.07], [-0.31, -0.24, -0.07], [0.11, -1.35, 0.04], [0.23, -0.11, -0.40], [-0.31, -0.08, -0.74], [-0.49, -0.23, 0.11], [-0.59, 1.36, 0.29], [0.49, -0.54, -0.67], [0.52, 0.09, 0.20], [0.06, 0.01, -0.40], [-0.18, -0.32, 0.12], [0.41, 0.22, 0.20], [-0.43, 0.12, 0.06], [0.09, 0.02, -0.41], [-0.48, -0.28, 0.02], [-0.07, 0.29, -0.28], [0.15, 0.15, 0.32], [-0.43, -0.33, -0.11], [0.35, -0.14, -0.01], [-0.06, 0.28, -0.31], [0.08, -0.54, 0.73]],
  "multiplicity": 1,
  "gap_ev": 8.08,
  "lumo_ev": -3.38,
  "charge": 1,
  "e_homo_ev": -11.461
}

---

{
  "formula": "C11H26BrCl16NSSi",
  "method": "ωB97M-V/def2-TZVPD",
  "symbols": ["C", "C", "Br", "C", "Si", "N", "S", "H", "H", "H", "H", "H", "H", "H", "H", "H", "H", "C", "Cl", "Cl", "H", "H", "C", "Cl", "Cl", "H", "H", "C", "Cl", "Cl", "H", "H", "C", "Cl", "Cl", "H", "H", "C", "Cl", "Cl", "H", "H", "C", "Cl", "Cl", "H", "H", "C", "Cl", "Cl", "H", "H", "C", "Cl", "Cl", "H", "H"],
  "xyz": [[0.923, 1.085, 8.945], [-0.184, 0.327, 8.238], [-0.827, 1.375, 6.709], [0.189, -1.107, 7.879], [1.407, -1.418, 6.478], [2.890, -0.520, 6.668], [0.547, -1.215, 4.508], [0.511, 2.020, 9.324], [1.754, 1.347, 8.300], [1.241, 0.512, 9.816], [-1.033, 0.296, 8.916], [-0.711, -1.670, 7.623], [0.621, -1.557, 8.776], [1.788, -2.844, 6.558], [2.788, 0.467, 6.457], [3.571, -0.918, 6.028], [1.154, -0.113, 4.059], [-0.943, -2.942, 1.431], [0.112, -4.234, 0.825], [-1.561, -1.929, 0.128], [-1.783, -3.396, 1.945], [-0.379, -2.318, 2.112], [-4.291, 1.057, 1.519], [-2.722, 0.795, 2.290], [-4.752, -0.287, 0.467], [-5.041, 1.160, 2.294], [-4.235, 1.959, 0.921], [-0.470, -0.810, -3.320], [0.808, 0.204, -2.629], [-2.053, -0.450, -2.627], [-0.490, -0.622, -4.388], [-0.233, -1.847, -3.113], [2.793, 4.943, 7.471], [2.071, 3.598, 6.578], [1.691, 5.586, 8.693], [3.688, 4.588, 7.966], [3.032, 5.733, 6.770], [-3.281, -5.777, -0.660], [-4.319, -7.184, -0.930], [-4.213, -4.291, -0.441], [-2.691, -5.949, 0.232], [-2.637, -5.653, -1.521], [2.361, 0.134, -6.293], [3.037, 0.543, -7.873], [0.730, -0.540, -6.434], [3.000, -0.602, -5.822], [2.309, 1.034, -5.692], [0.202, 1.885, -10.230], [-0.868, 0.518, -10.578], [-0.698, 3.395, -10.048], [0.729, 1.680, -9.306], [0.902, 1.996, -11.048], [0.635, 2.414, -14.921], [0.063, 1.422, -13.575], [2.237, 3.096, -14.606], [0.692, 1.796, -15.808], [-0.062, 3.230, -15.066]],
  "forces_ev_per_angstrom": [[-0.51, 0.43, 0.14], [0.14, -0.23, 0.50], [-0.02, -0.09, 0.04], [0.00, 0.39, -0.66], [0.44, 0.09, 0.27], [-0.55, -0.23, -0.35], [-0.28, -0.39, -0.25], [0.06, 0.09, -0.03], [0.18, -0.24, 0.03], [0.25, -0.11, -0.08], [-0.18, 0.07, -0.13], [-0.06, -0.07, 0.04], [0.03, -0.12, 0.04], [-0.09, -0.02, -0.01], [0.20, 0.03, 0.08], [0.21, 0.22, 0.12], [0.10, 0.15, 0.29], [-0.15, 0.11, 0.07], [-0.01, -0.04, 0.03], [0.20, -0.10, 0.03], [-0.01, -0.06, -0.06], [0.11, -0.06, -0.01], [-0.01, 0.03, 0.00], [-0.01, 0.05, 0.07], [-0.06, 0.03, -0.02], [0.01, -0.06, 0.02], [0.05, -0.03, -0.04], [-0.07, -0.08, -0.02], [0.07, 0.00, -0.02], [-0.09, 0.13, -0.19], [-0.15, 0.01, 0.30], [0.01, 0.02, 0.09], [0.09, 0.00, -0.01], [0.03, 0.06, -0.07], [0.01, 0.01, 0.01], [-0.03, -0.04, 0.03], [-0.06, 0.01, -0.02], [0.07, 0.03, 0.00], [0.02, -0.02, 0.00], [-0.02, -0.03, 0.03], [-0.04, -0.01, 0.03], [-0.04, 0.01, -0.03], [0.02, 0.04, 0.11], [0.04, 0.01, -0.01], [0.14, 0.01, -0.31], [-0.02, -0.06, -0.05], [-0.05, 0.03, -0.03], [0.05, -0.03, 0.11], [0.06, -0.01, 0.09], [0.03, 0.02, -0.01], [-0.08, -0.02, 0.06], [-0.06, 0.00, -0.08], [-0.02, 0.00, -0.03], [-0.04, 0.01, -0.17], [0.00, 0.02, -0.02], [0.05, -0.04, 0.02], [0.01, 0.03, 0.06]],
  "multiplicity": 1,
  "gap_ev": 9.65,
  "lumo_ev": 0.42,
  "smiles": "C[C@@H](Br)C[Si@H](N)S.ClCCl.ClCCl.ClCCl.ClCCl.ClCCl.ClCCl.ClCCl.ClCCl",
  "charge": 0,
  "e_homo_ev": -9.230
}